A structure of composition C36H26CaCl3O4S2Se3Te in a non-equilibrium geometry. Source: OMol25; level of theory: ωB97M-V/def2-TZVPD.

CARTESIAN COORDINATES (ANGSTROEM)
Te: 4.3190 -1.0519 3.5940
Se: 4.0684 1.4027 3.7949
Se: 4.8768 -1.6182 1.2576
Se: 1.9214 1.8882 3.1568
Ca: 2.5452 1.9582 0.6082
Cl: 3.9760 1.3929 -1.7449
Cl: 6.4004 2.9031 -1.8673
Cl: 5.3489 2.0335 0.6535
S: 0.9068 -0.6368 0.9432
S: -0.0318 2.5304 -1.1030
O: -0.3206 0.1025 1.2591
O: 4.4190 4.8962 -1.4262
O: 1.1618 1.6795 -0.8625
O: 3.1003 3.7694 -0.0404
C: 0.8198 -1.0246 -0.8150
C: -5.0701 -0.6995 -0.7396
C: -1.4734 1.4514 -0.9805
C: -2.6804 -2.0511 -1.1892
C: 0.4037 4.6408 0.5278
C: -3.8604 1.4399 -0.6778
C: -2.6499 -0.6475 -1.0570
C: -1.0750 -0.8747 -5.2494
C: -0.8143 3.5817 2.7716
C: -0.1201 -4.8566 2.4185
C: 0.4700 5.3164 1.7350
C: -0.1467 -0.9333 -3.0160
C: -1.1205 -3.9386 2.1110
C: 4.0718 3.9189 -0.8016
C: -0.2171 -0.6301 -1.6226
C: 0.5306 -2.3392 1.4585
C: -1.1538 -0.5416 -3.9252
C: 0.9727 -1.6492 -3.5198
C: -0.8890 2.8975 1.5720
C: -0.4733 -6.2162 2.9464
C: 1.5417 -3.2367 1.7474
C: 0.0157 -1.6076 -5.7376
C: -5.0688 -2.0586 -0.8897
C: -0.2492 3.4193 0.4562
C: -0.1216 4.7852 2.8745
C: -2.6845 2.1263 -0.7602
C: -1.4310 0.0879 -1.1606
C: 4.9445 2.6148 -0.9419
C: 1.0219 -1.9788 -4.8910
C: -0.0047 5.4568 4.2047
C: -3.8698 0.0355 -0.8109
C: 1.9548 -1.6761 -1.3230
C: 2.0218 -2.0022 -2.6449
C: -0.7971 -2.6785 1.6437
C: 1.2076 -4.4903 2.2312
C: -3.8616 -2.7371 -1.1085
H: -1.5562 -1.9349 1.4476
H: -1.3873 1.9407 1.5338
H: 2.5812 -2.9669 1.6262
H: -3.8698 -3.8116 -1.2144
H: 1.0069 6.2521 1.7904
H: -5.9940 -0.1660 -0.5591
H: -0.9837 5.5633 4.6683
H: 0.6129 4.8444 4.8614
H: 2.8844 -2.5198 -3.0386
H: -1.9983 0.0292 -3.5680
H: -2.1603 -4.2031 2.2490
H: 0.8883 5.0409 -0.3527
H: 2.7751 -1.9029 -0.6527
H: -5.9949 -2.6141 -0.8405
H: -1.7499 -2.5768 -1.3468
H: 0.3854 -6.6733 3.4302
H: 0.0588 -1.8734 -6.7847
H: -1.8605 -0.5817 -5.9319
H: -4.7974 1.9494 -0.5080
H: 1.9984 -5.1834 2.4801
H: 0.4535 6.4365 4.1122
H: -1.2700 3.1530 3.6542
H: 1.8780 -2.5342 -5.2502
H: -0.7891 -6.8682 2.1313
H: -2.6594 3.2020 -0.6624
H: -1.2880 -6.1552 3.6657

Forces on atoms 1 to 3 (eV/Å):
0.0 -0.7 0.3
0.8 0.4 0.2
0.0 0.1 -0.4

The value obtained for the HOMO energy is -3.359 eV. The calculation puts the energy relative to the best compared isomer or geometry (same formula, charge and spin) at 38.7 kcal/mol. As for the net charge: -1. The calculation puts the strongest force on any atom at 3.7 eV/Å.